1.
{"formula": "C30H48N4O4S", "method": "the ωB97M-V functional and the def2-TZVPD basis", "max_force_ev_per_a": 1.200, "gap_ev": 7.7, "relative_energy_kcal_mol": 1.2, "charge": 0, "smiles": "CCn1cc(C(=O)NCCCN(CC(C)C)CC(C)C)c(=O)c2cc(S(=O)(=O)N(C)C3CCCCC3)ccc21", "symbols": ["S", "O", "O", "O", "O", "N", "N", "N", "N", "C", "C", "C", "C", "C", "C", "C", "C", "C", "C", "C", "C", "C", "C", "C", "C", "C", "C", "C", "C", "C", "C", "C", "C", "C", "C", "C", "C", "C", "C", "H", "H", "H", "H", "H", "H", "H", "H", "H", "H", "H", "H", "H", "H", "H", "H", "H", "H", "H", "H", "H", "H", "H", "H", "H", "H", "H", "H", "H", "H", "H", "H", "H", "H", "H", "H", "H", "H", "H", "H", "H", "H", "H", "H", "H", "H", "H", "H"], "coordinates": [[-4.9271, 0.2283, 0.2979], [-6.0189, 0.9527, -0.2863], [3.4507, 2.8808, 1.3409], [-4.9898, -0.1255, 1.6829], [0.0880, 0.4204, 2.0453], [2.6657, 1.0818, 2.4788], [-0.0522, 3.5445, -0.6032], [4.5395, -1.3681, -0.0995], [-4.7263, -1.1599, -0.5787], [4.8949, -0.3106, 0.8283], [7.4215, -3.2799, -1.7793], [6.5193, -2.0643, -1.5741], [2.2660, -0.6728, -0.7440], [-4.7775, -3.5711, -0.1215], [0.0036, 4.6127, -1.5844], [1.6006, -1.9359, -0.2093], [-2.2968, 0.9573, 0.7340], [3.9322, 0.6270, 2.9974], [1.4451, -0.0630, -1.8770], [5.5606, -2.3467, -0.3950], [-2.6457, -4.8536, 0.1800], [-1.8747, -3.5415, 0.2881], [-1.1745, 2.7666, -0.4307], [-1.1455, 1.7200, 0.5148], [2.5440, 2.1131, 1.6314], [1.1839, 2.2655, 1.0168], [0.0670, 1.3833, 1.2801], [-4.0804, -4.6756, 0.6672], [3.6986, -0.9753, -1.2084], [4.4030, -0.6282, 2.2555], [7.3698, -0.8143, -1.3658], [-2.3555, 2.9856, -1.1586], [-4.7459, -0.9958, -2.0080], [-3.4418, 1.2037, 0.0216], [-4.0000, -2.2592, 0.0253], [-3.4699, 2.2110, -0.9335], [0.3049, 4.0705, -2.9794], [1.0570, 3.2686, 0.1076], [-2.5745, -2.4387, -0.5031], [7.9563, -0.8979, -0.4527], [3.8155, 0.4123, 4.0639], [-0.8591, -3.6772, -0.0872], [-2.2681, 0.1871, 1.4895], [1.3967, -0.7443, -2.7245], [0.4294, 0.1397, -1.5405], [-4.6307, -5.6122, 0.5571], [5.9760, -0.1473, 0.8587], [4.0952, -0.0919, -1.7398], [-5.7947, -3.4234, 0.2425], [8.0820, -3.1262, -2.6299], [5.0503, -3.2947, -0.6099], [6.1480, -2.4911, 0.5146], [-2.6552, -5.1830, -0.8619], [-2.0183, -1.5025, -0.4145], [-3.7739, -0.6851, -2.4107], [-2.1459, -5.6248, 0.7690], [-5.4860, -0.2290, -2.2259], [0.7955, 5.3012, -1.2824], [0.6858, -1.6873, 0.3230], [2.3209, 0.0552, 0.0668], [-0.4552, 3.3603, -3.2947], [-4.8292, -3.8540, -1.1751], [8.0582, -0.6887, -2.2000], [-1.8068, -3.2440, 1.3362], [5.9202, -1.9236, -2.4803], [1.3612, -2.6149, -1.0259], [-0.9378, 5.1655, -1.5757], [3.6633, -1.8058, -1.9175], [-5.0505, -1.9265, -2.4844], [2.2759, -2.4432, 0.4741], [-4.3888, 2.3827, -1.4709], [6.8301, -4.1745, -1.9621], [1.8505, 0.4857, 2.6071], [1.8891, 0.8724, -2.2133], [4.4398, 0.6244, 0.4963], [-4.0743, -4.4116, 1.7264], [-3.9614, -2.0051, 1.0884], [-2.6065, -2.7174, -1.5590], [1.2681, 3.5660, -2.9835], [0.3387, 4.8876, -3.6945], [5.1955, -1.1088, 2.8302], [3.5688, -1.3280, 2.1883], [-2.4112, 3.7657, -1.8992], [4.6524, 1.4390, 2.8716], [6.7497, 0.0762, -1.3049], [1.9212, 3.8974, -0.0657], [8.0345, -3.4495, -0.8964]], "forces_ev_per_a": [[0.0, -0.2, -0.2], [0.2, 0.1, -0.2], [0.3, 0.2, -0.1], [0.3, -0.1, 0.0], [-0.1, -0.1, 0.1], [-0.1, -0.2, 0.1], [0.2, 0.0, 0.3], [0.2, 0.1, -0.2], [-0.4, 0.9, 0.6], [-0.3, -0.2, 0.3], [-0.3, 0.2, -0.1], [0.1, -0.1, 0.3], [0.0, -0.2, -0.3], [0.0, 0.2, 0.3], [0.0, 0.2, -0.6], [0.1, 0.3, 0.0], [0.1, 0.0, 0.0], [0.4, -0.1, 0.1], [0.2, 0.0, 0.3], [0.0, 0.0, -0.4], [0.0, 0.1, 0.3], [0.0, -0.1, -0.3], [-0.4, -0.5, 0.3], [-0.2, 0.0, -0.1], [-0.3, 0.0, 0.0], [0.0, 0.0, 0.0], [0.1, 0.2, -0.2], [0.0, -0.1, -0.3], [-0.2, 0.2, 0.3], [0.0, 0.4, 0.0], [-0.3, -0.1, -0.2], [0.0, 0.0, 0.0], [0.0, 0.2, -0.4], [-0.5, -0.3, 0.2], [0.2, -0.4, 0.2], [0.1, 0.1, -0.1], [-0.1, 0.1, 0.2], [0.2, -0.2, 0.3], [0.0, 0.1, 0.3], [0.1, 0.0, 0.1], [0.1, 0.1, -0.1], [0.0, 0.1, 0.1], [0.1, -0.1, 0.1], [0.0, -0.1, -0.1], [-0.2, 0.0, 0.0], [0.0, 0.0, 0.1], [0.0, 0.1, -0.1], [0.0, -0.1, -0.1], [-0.1, 0.0, 0.0], [0.1, 0.0, -0.1], [0.1, -0.1, 0.1], [0.1, -0.1, 0.0], [0.0, -0.1, -0.1], [0.0, 0.0, -0.1], [0.0, -0.1, 0.0], [0.0, -0.1, -0.1], [0.0, -0.1, -0.3], [-0.2, -0.1, 0.1], [-0.2, 0.0, 0.1], [0.0, 0.0, 0.0], [-0.1, -0.1, -0.1], [0.0, 0.0, -0.1], [0.1, 0.1, -0.1], [0.1, 0.0, 0.1], [0.0, 0.0, 0.0], [0.0, -0.1, -0.1], [0.1, 0.0, 0.1], [0.0, 0.0, -0.1], [0.0, 0.0, 0.0], [0.0, -0.1, 0.1], [-0.1, 0.1, -0.1], [0.0, -0.1, 0.0], [0.0, 0.2, -0.1], [0.0, 0.1, -0.1], [0.1, 0.1, 0.0], [0.0, 0.0, 0.1], [0.1, -0.2, 0.0], [0.0, 0.0, -0.1], [0.1, -0.1, 0.0], [0.0, 0.1, -0.1], [0.0, -0.1, 0.1], [0.0, -0.1, 0.0], [0.0, 0.1, -0.1], [-0.1, -0.1, 0.1], [0.0, 0.2, 0.1], [0.0, 0.0, 0.0], [0.1, 0.0, 0.1]], "nbo_charge": [2.3436, -0.9452, -0.6685, -0.9333, -0.6301, -0.6146, -0.3557, -0.4765, -0.6802, -0.2266, -0.6016, -0.2357, -0.2230, -0.3956, -0.2046, -0.6204, -0.1392, -0.2256, -0.6084, -0.1922, -0.3957, -0.3981, 0.1892, -0.1070, 0.6692, -0.3154, 0.5087, -0.3978, -0.1951, -0.4123, -0.6102, -0.2594, -0.4289, -0.3575, -0.0603, -0.1478, -0.6189, 0.1454, -0.4155, 0.1992, 0.1990, 0.2147, 0.2613, 0.2023, 0.2048, 0.2098, 0.1916, 0.1661, 0.2202, 0.2081, 0.1878, 0.1918, 0.1911, 0.2139, 0.1831, 0.2100, 0.2385, 0.2180, 0.2158, 0.2000, 0.2150, 0.1892, 0.2075, 0.2006, 0.1917, 0.1929, 0.2089, 0.1921, 0.2121, 0.2222, 0.2472, 0.2061, 0.4376, 0.2007, 0.2077, 0.1987, 0.2355, 0.1954, 0.2179, 0.2219, 0.2018, 0.2091, 0.2221, 0.2241, 0.2101, 0.2460, 0.1998]}

2.
{"formula": "C30H48P2RuSe", "method": "the ωB97M-V functional and the def2-TZVPD basis", "multiplicity": 6, "max_force_ev_per_a": 3.270, "s_squared": 8.82, "gap_ev": [5.4, 5.8], "relative_energy_kcal_mol": 128.1, "charge": 1, "symbols": ["Ru", "Se", "P", "P", "C", "C", "C", "C", "C", "C", "C", "C", "C", "C", "C", "C", "C", "C", "C", "C", "C", "C", "C", "C", "C", "C", "C", "C", "C", "C", "C", "C", "C", "C", "H", "H", "H", "H", "H", "H", "H", "H", "H", "H", "H", "H", "H", "H", "H", "H", "H", "H", "H", "H", "H", "H", "H", "H", "H", "H", "H", "H", "H", "H", "H", "H", "H", "H", "H", "H", "H", "H", "H", "H", "H", "H", "H", "H", "H", "H", "H", "H"], "coordinates": [[1.5854, -1.5622, 0.2793], [-0.5161, -0.7226, 1.7995], [-0.5207, -2.6837, -0.3589], [1.2509, -2.3180, 2.3887], [1.9118, -1.6676, 3.9336], [-4.5607, 0.8018, 2.0016], [2.4083, -5.6113, 0.8203], [3.3049, -3.6548, -0.4180], [4.1630, -3.1257, 2.3289], [-0.7529, 1.1991, -0.8722], [-0.4166, 2.5165, 1.3525], [3.1495, -3.9824, 2.6002], [-0.2339, 0.3756, -3.2157], [1.3236, 1.0488, 0.1300], [-0.7121, -3.8954, 0.9947], [2.2349, -4.3645, 0.0104], [-3.1796, 0.6664, 2.2270], [5.2448, -3.4152, 1.3399], [2.4790, 1.7343, 0.7446], [-5.3606, -0.3383, 1.8345], [4.7151, -4.0367, -0.0142], [0.2159, -3.0030, -2.0150], [-2.1878, 1.5325, -1.0409], [2.6101, 0.3499, -2.0067], [1.3923, 0.2619, -1.1449], [-4.7949, -1.6140, 1.9653], [0.0748, 0.5040, -1.7724], [-2.6209, -0.6073, 2.1553], [3.3631, -0.9596, 0.9513], [-2.1510, -2.0448, -0.9097], [0.1595, -3.7302, 2.2952], [0.0069, 1.5550, 0.2921], [-3.4239, -1.7607, 2.1875], [3.1979, -5.4068, 2.1092], [2.7074, -0.5001, -2.6953], [0.0504, -4.0264, -2.3530], [-1.7752, -3.8974, 1.2464], [2.6519, -3.9253, 3.5695], [3.2384, -2.9360, -1.2542], [3.5430, 0.4009, -1.4468], [3.4820, -0.5833, 1.9994], [1.0796, -1.3319, 4.5668], [-6.4216, -0.2051, 1.5819], [-5.4478, -2.4808, 1.8718], [2.5691, 1.2664, -2.6181], [5.7850, -2.4865, 1.1016], [-2.9930, -2.7166, 2.3772], [5.9878, -4.1422, 1.6985], [3.8864, -1.8614, 0.6801], [3.6369, -0.2423, 0.1855], [2.6043, -0.8212, 3.7930], [4.3823, -2.2578, 2.9651], [2.9867, -6.3402, 0.2327], [4.8334, -5.1469, 0.0252], [2.5434, 1.5691, 1.8312], [-0.6045, -4.8895, 0.5058], [-1.0647, -0.3121, -3.4288], [1.2278, -4.2563, -0.4034], [-2.5550, 1.5162, 2.4809], [-4.9897, 1.8120, 1.9476], [-2.7148, -1.6322, -0.0605], [-2.4602, 2.5973, -0.9402], [2.8178, -6.0619, 2.8993], [-2.7334, -2.8870, -1.3419], [5.3935, -3.7004, -0.8097], [1.4213, -6.0733, 1.0436], [-0.5209, 1.3435, -3.6678], [-0.3260, 2.0374, 2.3347], [0.6372, 0.0148, -3.7692], [1.2918, -2.8406, -1.9741], [2.4216, 2.8279, 0.5908], [0.2033, 3.4187, 1.3994], [2.4893, -2.4354, 4.4740], [-2.5803, 1.2210, -2.0190], [-0.1253, -2.3347, -2.7999], [-2.0364, -1.2483, -1.6679], [-1.4270, 2.8542, 1.2200], [-2.7846, 0.9970, -0.2796], [4.2455, -5.6914, 1.9611], [0.8027, -4.6236, 2.3610], [3.4332, 1.4634, 0.2781], [-0.5185, -3.6407, 3.1612]], "forces_ev_per_a": [[-1.5, 0.4, -2.4], [-2.2, 0.4, 2.3], [0.2, 3.0, 0.0], [1.0, 0.5, -1.3], [-0.3, -0.1, 1.2], [0.1, -0.1, 0.3], [-0.4, -0.8, 0.2], [-0.4, -1.1, -0.6], [1.0, -0.9, 1.3], [1.0, 0.0, 0.4], [0.6, -0.2, 0.4], [1.6, -0.2, 1.5], [0.0, -0.3, -0.7], [0.8, -0.8, -2.7], [-0.6, -1.1, -0.4], [0.5, -0.3, -1.2], [-0.5, -0.5, -0.2], [0.0, -0.3, -1.1], [0.8, 0.6, 0.3], [0.2, 0.4, -0.3], [0.5, 0.0, 0.0], [0.3, -1.3, -0.2], [-1.1, -0.1, -0.2], [0.5, -0.1, -0.6], [-0.8, 1.8, 2.1], [-0.3, 0.3, 0.2], [-0.5, 0.9, 1.3], [0.4, -0.3, 0.1], [0.7, 1.2, 0.6], [-0.4, -0.3, 0.3], [-1.0, -1.2, 0.3], [-0.8, 0.1, -1.3], [-0.3, 1.5, -0.4], [-0.1, 0.2, 0.1], [0.0, 0.1, 0.0], [0.1, -0.1, -0.2], [0.1, 0.2, 0.0], [0.2, 0.1, -0.3], [-0.2, -0.2, 0.5], [-0.1, 0.0, -0.1], [0.3, -0.4, -1.3], [0.2, 0.0, 0.0], [0.5, -0.2, 0.2], [0.2, 0.1, 0.2], [0.0, -0.2, 0.1], [-0.1, -0.3, 0.2], [0.2, -0.6, -0.2], [-0.1, 0.2, 0.3], [0.3, 0.2, 0.7], [0.3, 0.1, 0.6], [-0.6, -0.3, -0.3], [-0.5, -0.4, -0.3], [-0.4, 0.1, -0.2], [-0.3, 0.8, -0.1], [0.0, 0.1, -0.3], [0.3, 0.3, 0.7], [0.1, 0.1, 0.0], [0.9, 0.0, 0.0], [-0.1, 0.0, -0.4], [0.1, -0.5, 0.1], [0.2, -0.2, -0.4], [0.4, -0.3, 0.0], [0.0, 0.1, -0.1], [0.3, 0.5, 0.2], [-0.1, -0.1, 0.2], [0.6, 0.3, -0.3], [0.1, -0.3, 0.3], [-0.1, 0.2, -0.1], [-0.1, 0.0, 0.0], [0.1, -0.2, 0.0], [-0.3, -0.3, 0.1], [0.2, -0.2, -0.2], [-0.3, 0.4, 0.0], [0.2, 0.0, 0.2], [-0.6, 0.2, 0.4], [0.2, -0.5, 0.4], [-0.5, 0.0, -0.1], [0.2, 0.2, -0.3], [-0.2, 0.0, 0.0], [-0.7, 0.3, 0.4], [-0.4, 0.2, 0.4], [0.1, -0.5, -0.2]], "mulliken_charge": [-0.1156, -0.0390, 0.7178, 0.7936, -1.1421, -0.3826, -1.8430, 0.0715, -0.5389, 0.9238, -1.3703, -0.5603, -2.0329, 2.8211, -1.2269, -0.0748, -0.8723, -1.0647, -2.3914, -0.6795, -0.8486, -1.3214, -1.8511, -2.3021, 2.3119, -0.4247, -0.6739, 0.5163, -1.0235, -0.2325, -0.7715, -0.6329, -0.5234, -1.1496, 0.4058, 0.4784, 0.8203, 0.9532, 0.3596, 0.6266, 0.0306, 0.4591, 0.3723, 0.4080, 0.4035, 0.3078, 0.5277, 0.4267, -0.5392, 0.5473, 0.2776, 0.6007, 0.6234, 0.3846, 0.2508, 0.5097, 0.3428, 0.4926, 0.5520, 0.4028, -0.2376, 0.4260, 0.4444, 0.5920, 0.4497, 0.2853, 0.3790, 0.2848, 0.4331, 0.2647, 0.4902, 0.3916, 0.4280, 0.3987, 0.3509, -0.1646, 0.4513, 0.1693, 0.3902, 0.2655, 0.6246, 0.7918]}